Entry 1:
The following is a DFT calculation (ωB97M-V/def2-TZVPD) of a structure of composition C23H39N4NiP2SSi.

As for the multiplicity: 3. For the frontier orbital gap (alpha / beta), the calculation gives 8.3731 / 7.8318 eV. The value obtained for the energy is -108777.7959 eV. As for the net charge: +1. The value obtained for the energy above the lowest of the compared OMol25 structures with the same formula, charge and spin is 0.0 kcal per mole. The LUMO energy (alpha / beta) comes out at -1.79 / -2.53 eV. The HOMO energy (alpha / beta) is -10.167 / -10.363 eV.

Geometry as XYZ:
```
71
Properties=species:S:1:pos:R:3:forces:R:3
Ni -0.1902 0.3367 0.1170 -0.36 0.35 0.14
C 0.7854 0.5814 3.4877 -0.04 0.02 0.04
P -0.1047 -0.5238 2.3408 0.29 -0.04 0.06
C -1.4158 -1.1534 3.4286 -0.02 -0.01 0.03
C 1.0684 -1.9166 2.1564 -0.05 0.00 0.01
C 1.0412 -3.0372 2.9838 0.01 0.02 0.01
C 1.9703 -4.0543 2.8287 0.00 0.02 0.00
C 2.9453 -3.9596 1.8468 -0.01 0.00 0.00
C 2.9793 -2.8526 1.0140 0.00 0.00 0.00
C 2.0420 -1.8306 1.1494 0.06 0.01 0.01
P 2.0321 -0.3851 0.0307 -0.06 -0.27 0.08
C 3.4629 0.6085 0.5515 0.01 0.04 -0.03
C 2.5625 -1.0486 -1.5733 0.05 0.01 -0.04
H 1.1628 0.0160 4.3403 0.00 0.03 0.02
H 0.1048 1.3606 3.8332 0.00 -0.01 -0.01
H 1.6119 1.0757 2.9816 0.02 -0.02 -0.01
H -0.9944 -1.4853 4.3776 -0.03 -0.01 0.01
H -1.9671 -1.9682 2.9640 0.00 -0.02 -0.02
H -2.1120 -0.3398 3.6261 0.01 -0.01 0.02
H 0.2890 -3.1293 3.7564 0.01 0.01 -0.01
H 1.9343 -4.9194 3.4777 -0.01 0.00 -0.01
H 3.6727 -4.7507 1.7235 0.00 0.01 0.00
H 3.7402 -2.7996 0.2452 -0.01 0.01 0.01
H 4.3328 -0.0397 0.6624 0.03 0.04 -0.01
H 3.2707 1.1129 1.4963 -0.01 -0.02 0.01
H 3.6701 1.3663 -0.2050 -0.01 0.00 0.00
H 3.5537 -1.4974 -1.5112 -0.01 -0.02 -0.03
H 2.5975 -0.2324 -2.2947 0.00 0.00 0.01
H 1.8433 -1.7871 -1.9277 -0.01 0.00 0.01
C 1.0434 1.7955 -3.3159 0.03 -0.03 -0.02
C 0.1142 0.6246 -3.1811 -0.04 0.22 0.22
C -0.0886 -0.2865 -4.1946 -0.06 -0.07 -0.06
C -0.9805 -1.3396 -3.9716 0.05 0.01 -0.05
C -1.6523 -1.4498 -2.7777 -0.19 0.06 0.07
C -1.4391 -0.4631 -1.7945 -0.06 0.08 -0.09
N -0.5532 0.5389 -2.0164 0.28 -0.33 -0.17
N -1.9532 -0.3987 -0.5299 0.16 0.00 -0.13
Si -3.4484 -1.1060 0.0063 0.16 -0.05 0.01
C -4.7364 -0.9209 -1.3252 -0.15 -0.01 -0.13
C -3.9749 -0.1276 1.5181 -0.01 0.11 0.04
C -3.2675 -2.9127 0.4287 0.01 -0.15 0.08
H 0.4934 2.6620 -3.6888 0.01 0.00 0.00
H 1.8522 1.5886 -4.0164 -0.01 0.01 0.00
H 1.4541 2.0728 -2.3439 -0.01 -0.02 0.00
H 0.4377 -0.1863 -5.1337 0.00 -0.01 0.01
H -1.1321 -2.0861 -4.7420 -0.01 0.01 0.01
H -2.3197 -2.2776 -2.5795 0.02 0.01 -0.02
H -4.7120 0.0807 -1.7639 -0.03 -0.02 0.01
H -5.7359 -1.0798 -0.9110 0.02 0.01 -0.02
H -4.6015 -1.6417 -2.1337 -0.02 0.05 -0.01
H -3.1722 0.5410 1.8398 -0.05 0.01 0.02
H -4.2437 -0.7727 2.3568 0.00 0.02 -0.02
H -4.8506 0.4882 1.2966 0.03 0.00 -0.01
H -3.1682 -3.5271 -0.4694 0.01 0.01 0.01
H -4.1423 -3.2723 0.9779 0.03 -0.02 -0.03
H -2.3838 -3.0965 1.0452 -0.01 -0.02 0.00
S 0.1185 2.6186 0.6888 -0.24 0.01 -0.01
C -1.4329 3.2923 0.3381 0.00 0.01 -0.07
N -2.4019 2.6052 -0.2492 0.03 -0.10 0.11
C -3.6970 3.1640 -0.6317 0.06 -0.03 0.02
C -3.5668 4.6628 -0.8226 0.02 0.01 -0.06
C -2.9191 5.2592 0.4124 0.06 -0.03 0.06
N -1.6545 4.5701 0.6596 0.07 0.03 -0.03
H -2.2410 1.6064 -0.4002 0.02 0.01 -0.08
H -4.4419 2.9320 0.1342 -0.01 0.01 0.01
H -4.0059 2.6769 -1.5559 0.00 -0.01 0.00
H -4.5442 5.1100 -0.9952 -0.01 -0.01 0.02
H -2.9418 4.8667 -1.6946 -0.02 0.02 0.00
H -3.5756 5.1483 1.2792 -0.01 0.02 0.01
H -2.7087 6.3187 0.2836 0.01 0.01 -0.02
H -0.8845 5.0608 1.0813 -0.01 0.02 0.01
```
Forces are in eV/Å.

***

Entry 2:
The following is a DFT calculation (ωB97M-V/def2-TZVPD) of a cluster of 14 separate species, H28O14 in total in a non-equilibrium geometry.

As for the multiplicity: 1. For the frontier orbital gap, the calculation gives 9.8223 eV. The value obtained for the energy is -29120.0084 eV. The value obtained for the energy above the lowest of the compared OMol25 structures with the same formula, charge and spin is 37.9 kcal per mole. The LUMO energy comes out at -0.50 eV. The HOMO energy is -10.319 eV.

Geometry as XYZ:
```
42
Properties=species:S:1:pos:R:3:forces:R:3
O -2.7283 1.3135 -1.4990 -1.33 1.17 -1.18
H -1.8599 1.1624 -1.8266 1.14 0.00 -0.44
H -2.7822 0.8667 -0.6836 -0.43 -0.65 1.43
O -1.8036 -1.5665 -1.5835 -1.05 -0.50 1.34
H -1.4774 -0.8080 -2.0813 0.60 -0.55 -0.43
H -1.2053 -2.3234 -1.4737 0.48 0.81 -1.06
O 2.1509 0.6837 -1.9391 -0.08 0.43 -1.53
H 2.4168 0.6738 -1.0301 0.23 -0.34 0.67
H 2.4995 -0.0871 -2.4048 -0.04 0.07 0.34
O 0.4380 3.0039 -0.7081 1.20 -0.15 0.54
H -0.0534 2.2305 -0.4082 -0.45 0.01 0.01
H 1.2610 2.9312 -0.1687 -0.95 0.27 -0.67
O 0.2782 2.4343 2.2392 -0.23 0.23 1.13
H -0.6639 2.2742 2.4699 0.82 0.43 -0.29
H 0.7187 2.7291 3.0702 -0.69 0.12 -0.77
O -3.5142 0.4158 1.1454 1.58 -0.57 -0.06
H -2.5556 0.4717 1.3890 -1.00 0.44 -0.29
H -4.0075 0.9091 1.7868 -0.33 0.47 0.51
O 0.8268 -1.9750 -2.6125 1.47 -3.38 0.49
H 1.4509 -1.9919 -1.8552 -0.36 -0.02 -0.35
H 0.5210 -1.1229 -2.7029 -1.09 3.04 -0.37
O -2.2463 -2.1144 1.1326 0.74 -1.59 1.60
H -2.1625 -1.9340 0.2200 -0.13 0.18 -2.12
H -2.6218 -1.3174 1.4545 -0.98 0.86 0.64
O 1.0617 0.1483 3.2959 1.64 -0.29 0.12
H 0.7763 0.9500 2.8656 -0.25 0.73 -0.58
H 0.2624 -0.2036 3.6301 -1.16 -0.94 0.57
O 2.6811 -2.0649 -0.6261 2.35 -0.22 -1.17
H 2.6140 -1.4178 0.0533 -0.99 0.79 1.34
H 3.5793 -1.7797 -0.9353 -0.93 -0.95 -0.18
O -0.3778 0.5837 -2.7226 -1.16 0.15 -1.49
H 0.4042 0.9401 -2.3208 1.39 0.44 0.73
H -0.4535 1.0854 -3.5544 -0.16 -0.37 0.37
O 0.5840 -2.0404 1.2661 2.13 -0.09 0.55
H -0.3305 -2.1913 1.3907 -2.30 -0.10 -0.05
H 0.9576 -2.4309 2.0735 0.16 0.15 -0.48
O 2.2322 0.3679 0.6733 1.15 0.72 0.17
H 1.7102 0.0054 1.3672 -1.69 -1.50 1.10
H 2.8450 0.7958 1.2729 0.83 0.64 -0.28
O -0.6917 0.4034 0.3039 -0.23 0.54 0.35
H -0.9936 -0.3202 -0.2540 -0.23 -0.42 -0.31
H 0.2590 0.3096 0.2907 0.35 -0.09 0.13
```
Forces are in eV/Å.

***

Entry 3:
The following is a DFT calculation (ωB97M-V/def2-TZVPD) of a structure of composition C17H21N5O2Tc in a non-equilibrium geometry.

As for the multiplicity: 4. For the frontier orbital gap (alpha / beta), the calculation gives 6.9920 / 4.2984 eV. The value obtained for the energy is -31661.7565 eV. As for the net charge: +4. The LUMO energy (alpha / beta) comes out at -15.23 / -16.95 eV. The HOMO energy (alpha / beta) is -22.224 / -21.244 eV.

Geometry as XYZ:
```
46
Properties=species:S:1:pos:R:3:forces:R:3
N 0.0991 2.2431 -0.4774 -0.49 -0.28 -0.30
C 0.1567 3.3985 -0.4955 -0.04 -0.17 0.06
C 0.2297 4.8635 -0.5170 -0.03 -0.56 0.01
H -0.7757 5.2767 -0.5881 -0.12 -0.02 -0.01
H 0.8163 5.1872 -1.3759 0.07 -0.02 -0.08
H 0.7023 5.2177 0.3985 0.05 -0.01 0.07
N 1.8362 -1.1966 -0.8124 0.51 -0.37 -0.82
C 2.7926 -1.8194 -1.0028 0.02 -0.01 0.02
C 4.0056 -2.6087 -1.2427 -0.46 0.29 0.11
H 4.6090 -2.1258 -2.0103 0.03 0.09 -0.06
H 3.7295 -3.6090 -1.5743 -0.08 -0.08 -0.02
H 4.5814 -2.6796 -0.3204 0.02 0.02 0.08
N -2.0120 -0.9968 -0.4765 0.01 0.49 -0.33
C -3.0461 -1.5152 -0.4948 0.09 0.08 0.05
C -4.3571 -2.1726 -0.5167 0.51 0.24 0.02
H -4.3637 -2.9942 0.1988 0.04 -0.07 0.05
H -4.5545 -2.5601 -1.5155 0.03 -0.02 -0.10
H -5.1292 -1.4527 -0.2480 -0.03 0.12 0.02
Tc -0.0001 0.0000 -0.2912 1.35 -0.48 1.76
C 0.0286 -1.7237 1.0624 -0.21 -3.75 -0.76
O 0.0449 -2.6120 1.7771 0.04 1.57 -1.56
C 1.5884 0.6705 1.0620 2.78 1.36 -1.19
O 2.4068 1.0160 1.7769 -1.28 -0.61 -1.20
C 0.4614 1.3126 -3.6266 0.70 2.56 0.27
C -0.8996 1.3801 -3.5070 -0.33 2.66 0.36
C -1.6274 0.2574 -3.5084 -2.58 -0.75 0.38
C -1.0105 -0.9581 -3.6255 -1.96 -1.70 0.23
C 0.3208 -1.0236 -3.7429 1.88 -1.84 -0.11
C 1.0652 0.1241 -3.7418 2.44 -1.02 -0.13
H 1.0552 2.2132 -3.6513 0.03 0.18 -0.06
H -1.3977 2.3346 -3.4356 -0.02 0.18 -0.05
H -2.7021 0.3228 -3.4380 -0.17 -0.05 -0.05
H -1.5901 -1.8678 -3.6488 -0.15 -0.10 -0.06
H 0.7956 -1.9855 -3.8596 0.13 -0.11 -0.08
H 2.1372 0.0835 -3.8575 0.15 -0.07 -0.08
C 0.1532 1.2567 5.1407 0.28 2.33 0.09
N -0.0001 0.0000 4.4398 0.04 -0.08 -7.45
C -0.1520 -1.2569 5.1408 -0.21 -2.29 0.09
C -0.0001 0.0000 2.9698 -0.69 0.60 2.09
N -0.0001 0.0000 1.7088 -2.32 1.74 9.16
H 0.1368 1.1173 6.2422 -0.04 -0.32 -0.82
H -0.6749 1.9418 4.8616 0.46 -0.35 0.28
H 1.1210 1.7234 4.8602 -0.56 -0.23 0.32
H -1.1197 -1.7242 4.8612 0.54 0.24 0.29
H 0.6762 -1.9414 4.8608 -0.48 0.33 0.33
H -0.1349 -1.1175 6.2423 0.05 0.30 -0.82
```
Forces are in eV/Å.

***

Entry 4:
The following is a DFT calculation (ωB97M-V/def2-TZVPD) of a cluster of 2 separate species, C4H10N2O in total in a non-equilibrium geometry.

As for the multiplicity: 1. For the frontier orbital gap, the calculation gives 9.8990 eV. The value obtained for the energy is -9336.8107 eV. The value obtained for the energy above the lowest of the compared OMol25 structures with the same formula, charge and spin is 50.2 kcal per mole. The LUMO energy comes out at 0.67 eV. The SMILES is [H]/N=C(/N)C(C)=O.C. The HOMO energy is -9.232 eV.

Geometry as XYZ:
```
17
Properties=species:S:1:pos:R:3:forces:R:3
H 0.0587 -1.8060 1.1085 0.23 0.31 -0.19
N 0.6625 -1.4934 0.3396 -0.46 1.30 0.20
C 0.1349 -0.4884 -0.2724 -2.49 -2.45 -0.30
N 0.7399 -0.0055 -1.4011 0.68 0.88 -0.10
C -1.4708 -0.2481 -0.0612 1.48 -0.76 1.35
C -2.3437 -0.4930 -1.2572 -0.24 0.16 -0.05
O -1.8994 -0.1406 1.0714 0.43 0.16 -1.22
H 0.2745 0.5886 -2.0761 -0.01 0.04 0.65
H 1.7203 0.2034 -1.2435 -0.16 -0.23 -0.45
H -2.2688 0.3558 -1.9409 -0.02 -0.14 -0.16
H -2.0379 -1.4117 -1.7633 0.21 0.19 -0.07
H -3.3852 -0.6194 -0.9504 0.19 0.21 0.09
C 1.9555 1.1326 1.7003 -1.37 -0.24 -0.92
H 1.9316 0.5094 2.5961 -0.08 0.02 -0.16
H 2.3610 2.1124 1.9619 -0.64 0.12 -0.06
H 2.6783 0.7107 0.9996 -0.15 -0.24 0.01
H 0.8887 1.0933 1.1888 2.38 0.66 1.37
```
Forces are in eV/Å.